{
  "formula": "C31H32N",
  "method": "ωB97M-V with the def2-TZVPD basis set",
  "homo_energy_ev": -10.277,
  "lumo_ev": -5.98,
  "de_lowest_kj_mol": 274.2,
  "total_charge": 1,
  "orbital_gap_ev": 4.3008,
  "elements": ["C", "C", "C", "C", "C", "C", "C", "C", "C", "C", "C", "C", "C", "H", "H", "H", "H", "H", "H", "H", "H", "H", "H", "H", "C", "C", "C", "C", "C", "C", "C", "C", "C", "C", "C", "C", "C", "N", "C", "C", "C", "C", "C", "H", "H", "H", "H", "H", "H", "H", "H", "H", "H", "H", "H", "H", "H", "H", "H", "H", "H", "H", "H", "H"],
  "xyz": [[1.434, -1.405, 0.992], [1.991, -1.094, -0.352], [2.862, -1.994, -1.010], [3.386, -1.689, -2.273], [3.148, -0.453, -2.882], [2.358, 0.475, -2.202], [1.807, 0.165, -0.958], [1.905, -0.494, 2.056], [1.884, -0.951, 3.405], [1.847, -0.033, 4.456], [1.932, 1.344, 4.210], [2.213, 1.775, 2.912], [2.312, 0.853, 1.867], [1.436, -2.444, 1.353], [3.122, -2.939, -0.533], [3.958, -2.441, -2.812], [3.547, -0.222, -3.871], [2.136, 1.444, -2.656], [1.245, 0.945, -0.434], [1.790, -2.022, 3.597], [1.675, -0.384, 5.468], [1.763, 2.061, 5.000], [2.307, 2.835, 2.697], [2.662, 1.238, 0.905], [3.067, -6.690, 2.138], [1.895, -7.054, 2.770], [0.643, -6.585, 2.303], [-0.572, -6.992, 2.916], [-1.792, -6.646, 2.359], [-1.839, -5.854, 1.199], [-0.688, -5.264, 0.675], [-0.789, -4.279, -0.495], [-0.392, -2.802, -0.251], [-0.937, -1.879, -1.347], [-1.992, -0.931, -0.741], [-3.071, -1.818, -0.047], [-2.405, -2.658, 1.025], [-0.837, -2.340, 1.075], [-0.988, -0.910, 1.501], [-1.350, -0.033, 0.344], [0.588, -5.704, 1.156], [1.810, -5.361, 0.537], [3.029, -5.833, 1.022], [4.025, -7.067, 2.498], [1.905, -7.720, 3.634], [-0.516, -7.617, 3.819], [-2.726, -6.991, 2.811], [-2.801, -5.670, 0.732], [-0.093, -4.630, -1.276], [-1.795, -4.349, -0.951], [0.698, -2.873, -0.389], [-0.089, -1.322, -1.774], [-1.395, -2.477, -2.152], [-2.440, -0.314, -1.529], [-3.837, -1.174, 0.398], [-3.581, -2.445, -0.790], [-2.813, -2.419, 2.014], [-2.562, -3.709, 0.838], [-1.864, -0.930, 2.172], [-0.225, -0.500, 2.172], [-0.464, 0.488, -0.009], [-2.089, 0.699, 0.688], [1.789, -4.749, -0.368], [3.952, -5.539, 0.520]]
}

***

{
  "formula": "C32H24N6O2TeZr",
  "method": "ωB97M-V with the def2-TZVPD basis set",
  "homo_energy_ev": -13.385,
  "lumo_ev": -7.36,
  "de_lowest_kj_mol": 0.0,
  "total_charge": 2,
  "orbital_gap_ev": 6.0299,
  "elements": ["Zr", "C", "C", "N", "C", "C", "N", "C", "C", "C", "C", "C", "N", "C", "C", "N", "C", "C", "N", "C", "C", "C", "N", "C", "C", "H", "H", "H", "H", "H", "H", "H", "H", "H", "H", "H", "H", "C", "C", "O", "C", "C", "C", "C", "C", "C", "O", "H", "H", "H", "H", "H", "H", "H", "Te", "C", "C", "C", "C", "C", "C", "H", "H", "H", "H", "H"],
  "xyz": [[-0.650, -0.208, -0.001], [-3.162, 1.516, -3.257], [-2.570, 0.592, -2.405], [-2.213, 0.955, -1.171], [-2.438, 2.221, -0.764], [-3.018, 3.116, -1.639], [-3.374, 2.768, -2.879], [-1.988, 2.547, 0.626], [-2.380, 3.622, 1.382], [-1.875, 3.757, 2.690], [-1.002, 2.775, 3.177], [-0.671, 1.706, 2.375], [-1.172, 1.615, 1.137], [0.124, 0.496, 2.746], [1.106, 0.443, 3.677], [1.548, -0.772, 4.146], [1.224, -1.824, 3.468], [0.520, -1.740, 2.206], [-0.292, -0.640, 2.083], [-2.291, 4.896, 3.543], [-2.729, 6.089, 2.982], [-3.109, 7.123, 3.824], [-3.090, 7.042, 5.155], [-2.671, 5.891, 5.682], [-2.260, 4.802, 4.929], [-3.458, 1.227, -4.258], [-2.391, -0.432, -2.708], [-3.189, 4.145, -1.347], [-3.093, 4.334, 0.992], [-0.597, 2.841, 4.176], [1.481, 1.331, 4.169], [1.494, -2.800, 3.855], [0.117, -2.653, 1.788], [-2.746, 6.258, 1.914], [-3.442, 8.066, 3.405], [-2.664, 5.831, 6.764], [-1.964, 3.898, 5.444], [0.912, -3.756, -1.300], [0.667, -2.290, -1.111], [-0.615, -2.095, -0.482], [0.798, -1.381, -2.332], [0.799, -1.910, -3.622], [0.813, -1.088, -4.736], [0.829, 0.294, -4.584], [0.834, 0.851, -3.317], [0.821, 0.022, -2.208], [0.827, 0.611, -0.937], [0.851, -4.282, -0.351], [1.879, -3.942, -1.765], [0.125, -4.158, -1.944], [0.792, -2.984, -3.758], [0.819, -1.527, -5.725], [0.856, 0.939, -5.452], [0.886, 1.923, -3.171], [2.363, -1.531, 0.323], [3.362, -3.124, 1.232], [3.405, -4.451, 0.822], [4.167, -5.353, 1.555], [4.879, -4.934, 2.670], [4.845, -3.603, 3.057], [4.084, -2.687, 2.338], [2.889, -4.800, -0.056], [4.209, -6.388, 1.241], [5.472, -5.644, 3.231], [5.412, -3.268, 3.916], [4.083, -1.649, 2.653]]
}

***

{
  "formula": "C6H10O",
  "method": "ωB97M-V with the def2-TZVPD basis set",
  "homo_energy_ev": -9.427,
  "lumo_ev": 1.00,
  "smiles": "CC1(O)CC=CC1",
  "de_lowest_kj_mol": 117.6,
  "orbital_gap_ev": 10.4293,
  "elements": ["C", "C", "O", "C", "C", "C", "C", "H", "H", "H", "H", "H", "H", "H", "H", "H", "H"],
  "xyz": [[-1.844, -0.677, -0.118], [-0.499, -0.178, 0.364], [-0.578, -0.191, 1.772], [-0.066, 1.163, -0.278], [1.390, 1.225, 0.009], [1.853, -0.040, 0.023], [0.701, -0.936, -0.256], [-2.020, -1.682, 0.275], [-1.892, -0.706, -1.210], [-2.632, -0.018, 0.257], [0.268, 0.122, 2.121], [-0.087, 0.716, -1.392], [-0.676, 2.059, -0.120], [1.978, 2.136, -0.010], [2.890, -0.356, 0.017], [0.811, -2.011, -0.077], [0.404, -0.627, -1.376]]
}

***

{
  "formula": "Cl6V",
  "method": "ωB97M-V with the def2-TZVPD basis set",
  "homo_energy_ev": [1.289, 1.292],
  "lumo_ev": [8.59, 8.59],
  "de_lowest_kj_mol": 0.0,
  "total_charge": -3,
  "multiplicity": 3,
  "orbital_gap_ev": [7.3018, 7.3020],
  "elements": ["V", "Cl", "Cl", "Cl", "Cl", "Cl", "Cl"],
  "xyz": [[0.087, -0.069, -0.035], [0.579, -2.518, -0.674], [0.025, 0.567, -2.420], [-0.871, 2.546, 0.546], [-2.541, -0.642, 0.002], [2.479, 0.820, 0.151], [0.243, -0.704, 2.429]]
}

***

{
  "formula": "C26H39AsBrCl16F3NO5S",
  "method": "ωB97M-V with the def2-TZVPD basis set",
  "homo_energy_ev": -5.169,
  "lumo_ev": 1.34,
  "total_charge": -1,
  "orbital_gap_ev": 6.5126,
  "elements": ["C", "C", "O", "C", "C", "O", "C", "C", "O", "C", "As", "S", "Br", "C", "C", "C", "C", "C", "O", "C", "C", "C", "O", "C", "C", "F", "F", "F", "C", "C", "C", "C", "N", "C", "H", "H", "H", "H", "H", "H", "H", "H", "H", "H", "H", "H", "H", "H", "H", "H", "H", "H", "H", "H", "H", "H", "H", "H", "H", "H", "H", "H", "H", "H", "H", "H", "H", "H", "H", "H", "H", "H", "H", "C", "Cl", "Cl", "Cl", "Cl", "C", "Cl", "Cl", "Cl", "Cl", "C", "Cl", "Cl", "Cl", "Cl", "C", "Cl", "Cl", "Cl", "Cl"],
  "xyz": [[-4.598, -0.058, -4.197], [-3.248, -0.051, -5.149], [-2.710, 1.291, -5.430], [-2.547, 2.090, -4.197], [-1.214, 3.035, -4.324], [-1.360, 4.400, -3.796], [-1.283, 4.448, -2.327], [0.280, 4.610, -1.754], [0.762, 3.242, -1.524], [1.671, 3.184, -0.330], [1.657, 1.277, 0.306], [3.833, 1.147, -0.353], [1.121, 0.662, -1.984], [1.820, -0.698, 0.669], [1.446, -1.251, 2.126], [1.281, -2.912, 2.013], [2.679, -3.685, 1.655], [2.694, -5.091, 2.557], [2.727, -6.312, 1.734], [1.423, -6.990, 1.683], [-0.357, 1.279, 0.620], [-0.982, 2.709, 1.104], [-2.146, 2.386, 1.986], [-3.034, 3.562, 2.123], [-3.653, 3.476, 3.671], [-5.114, 3.115, 3.580], [-3.028, 2.362, 4.460], [-3.526, 4.751, 4.413], [2.102, 1.863, 2.186], [3.531, 2.659, 2.549], [3.859, 3.151, 4.115], [2.679, 2.794, 5.200], [1.377, 2.123, 4.926], [1.126, 1.703, 3.523], [-5.287, 0.865, -4.406], [-4.238, -0.096, -3.084], [-5.169, -1.070, -4.432], [-3.603, -0.489, -6.202], [-2.475, -0.810, -4.703], [-2.396, 1.379, -3.265], [-3.475, 2.792, -4.075], [-0.345, 2.487, -3.763], [-0.874, 3.108, -5.466], [-1.697, 3.429, -1.904], [-1.999, 5.293, -1.884], [0.987, 5.111, -2.568], [0.187, 5.278, -0.797], [2.717, 3.561, -0.767], [1.393, 3.996, 0.487], [4.477, 2.383, -0.314], [2.909, -1.106, 0.396], [1.108, -1.244, -0.120], [2.305, -1.091, 2.937], [0.457, -0.881, 2.623], [0.536, -3.074, 1.106], [0.805, -3.229, 3.057], [3.643, -3.040, 1.823], [2.579, -4.062, 0.527], [1.771, -5.170, 3.273], [3.651, -5.039, 3.268], [1.651, -8.115, 1.355], [0.864, -7.072, 2.711], [0.681, -6.551, 0.880], [-0.720, 0.469, 1.394], [-0.918, 1.004, -0.398], [-0.264, 3.373, 1.760], [-1.404, 3.394, 0.254], [-3.930, 3.402, 1.365], [-2.479, 4.583, 1.925], [4.358, 2.942, 1.779], [4.866, 3.708, 4.346], [2.888, 3.148, 6.322], [0.086, 1.144, 3.340], [3.308, -4.911, -2.620], [2.403, -3.376, -2.621], [4.933, -4.643, -3.297], [3.452, -5.514, -0.949], [2.442, -6.112, -3.611], [7.190, -1.221, 1.059], [5.936, -0.745, 2.233], [6.599, -2.587, 0.080], [7.558, 0.158, -0.007], [8.665, -1.708, 1.931], [-8.773, 0.421, -4.783], [-7.983, 0.514, -3.189], [-9.900, 1.789, -4.968], [-7.537, 0.492, -6.065], [-9.674, -1.111, -4.911], [-2.306, -5.286, 2.221], [-3.972, -4.704, 2.470], [-1.736, -4.784, 0.609], [-1.241, -4.591, 3.470], [-2.275, -7.064, 2.336]]
}

***

{
  "formula": "C2H9OS",
  "method": "ωB97M-V with the def2-TZVPD basis set",
  "homo_energy_ev": [-5.571, -9.039],
  "lumo_ev": [0.70, 0.60],
  "de_lowest_kj_mol": 102.6,
  "multiplicity": 2,
  "orbital_gap_ev": [6.2673, 9.6355],
  "elements": ["O", "H", "H", "H", "C", "S", "C", "H", "H", "H", "H", "H", "H"],
  "xyz": [[0.885, 2.111, 1.854], [1.775, 2.474, 1.806], [0.566, 2.457, 2.722], [-0.627, 0.882, 0.639], [0.239, -0.464, -2.203], [-0.713, 0.094, -0.576], [-0.833, -1.250, 0.667], [-0.095, 0.195, -3.001], [1.310, -0.311, -2.084], [0.054, -1.514, -2.454], [-1.877, -1.433, 0.827], [-0.269, -1.067, 1.565], [-0.415, -2.173, 0.239]]
}

***

{
  "formula": "C20H33NO6",
  "method": "ωB97M-V with the def2-TZVPD basis set",
  "homo_energy_ev": -8.530,
  "lumo_ev": 0.59,
  "de_lowest_kj_mol": 2149.2,
  "orbital_gap_ev": 9.1244,
  "elements": ["C", "H", "O", "C", "C", "C", "C", "C", "C", "H", "H", "C", "N", "C", "H", "H", "C", "O", "C", "C", "O", "C", "C", "O", "C", "C", "O", "C", "C", "O", "C", "C", "H", "H", "H", "H", "H", "H", "H", "H", "H", "H", "H", "H", "H", "H", "H", "H", "H", "H", "H", "H", "H", "H", "H", "H", "H", "H", "H", "H"],
  "xyz": [[-3.093, 4.244, 1.005], [-4.064, 4.588, 1.441], [-2.412, 3.768, 1.935], [-1.012, 3.308, 1.556], [-0.133, 2.773, 2.440], [1.104, 2.166, 2.371], [1.740, 2.212, 1.199], [0.799, 2.944, -0.037], [-0.485, 3.361, 0.204], [-0.957, 3.906, -0.498], [1.089, 2.965, -0.881], [2.856, 1.669, 0.677], [3.137, 0.507, 0.113], [2.223, 0.320, -1.006], [1.216, 0.457, -1.083], [2.738, 1.062, -1.575], [2.808, -0.911, -1.764], [2.455, -0.914, -3.138], [0.964, -1.131, -3.633], [-0.028, -0.270, -3.219], [-0.600, -0.510, -2.183], [-1.637, 0.252, -1.577], [-2.348, -0.084, -0.327], [-3.314, -1.068, -0.459], [-3.105, -2.228, -1.112], [-2.518, -2.982, 0.364], [-0.925, -2.828, 0.567], [-0.825, -3.526, 1.740], [0.912, -3.402, 2.011], [1.184, -2.000, 2.496], [1.100, -0.990, 1.406], [2.709, -0.656, 1.013], [3.146, -0.431, 2.127], [3.296, -1.562, 0.705], [0.768, -1.316, 0.516], [0.516, -0.131, 1.923], [1.327, -3.422, 0.838], [1.231, -4.087, 2.947], [-0.885, -4.650, 1.670], [-1.286, -3.322, 2.687], [-2.981, -2.674, 1.379], [-2.700, -4.347, 0.372], [-3.721, -2.828, -1.351], [-1.927, -2.298, -1.621], [-2.753, 0.734, 0.015], [-1.445, -0.309, 0.296], [-2.257, 0.604, -2.417], [-1.003, 1.561, -1.470], [0.315, 0.854, -3.396], [-0.805, -0.389, -4.107], [1.125, -1.322, -4.732], [0.736, -2.150, -3.202], [1.999, -1.623, -1.414], [3.809, -1.090, -1.623], [3.596, 1.810, 1.865], [3.398, 2.361, 0.310], [1.623, 1.789, 3.080], [-0.709, 2.489, 3.592], [-2.755, 5.156, 0.576], [-3.238, 3.590, 0.390]]
}

***

{
  "formula": "C16H47I2N16O14P",
  "method": "ωB97M-V with the def2-TZVPD basis set",
  "homo_energy_ev": -8.127,
  "lumo_ev": -0.23,
  "orbital_gap_ev": 7.8979,
  "elements": ["C", "C", "O", "C", "C", "O", "C", "O", "P", "O", "O", "O", "C", "I", "C", "C", "I", "H", "H", "H", "H", "H", "H", "H", "H", "H", "H", "H", "H", "H", "H", "H", "C", "O", "N", "N", "H", "H", "H", "H", "C", "O", "N", "N", "H", "H", "H", "H", "C", "O", "N", "N", "H", "H", "H", "H", "C", "O", "N", "N", "H", "H", "H", "H", "C", "O", "N", "N", "H", "H", "H", "H", "C", "O", "N", "N", "H", "H", "H", "H", "C", "O", "N", "N", "H", "H", "H", "H", "C", "O", "N", "N", "H", "H", "H", "H"],
  "xyz": [[3.486, 1.458, 0.705], [2.860, -0.076, 0.918], [3.606, -1.107, 0.149], [2.629, -2.091, -0.425], [1.879, -2.831, 0.847], [1.574, -4.262, 0.614], [0.097, -4.503, 0.729], [-0.427, -4.209, 2.071], [-1.897, -3.278, 2.027], [-1.604, -1.746, 2.409], [-2.894, -3.887, 3.365], [-2.856, -3.473, 0.587], [-2.984, -2.225, -0.180], [-1.263, -1.078, -1.009], [-4.339, -1.624, -0.507], [-5.773, -2.290, -0.045], [-4.514, 0.245, -1.715], [3.256, 1.729, -0.435], [2.851, 2.252, 1.330], [4.634, 1.517, 0.935], [2.892, -0.289, 2.083], [1.734, 0.006, 0.576], [1.890, -1.426, -1.081], [3.216, -2.838, -1.118], [0.895, -2.187, 1.054], [2.628, -2.794, 1.776], [-0.047, -5.676, 0.566], [-0.386, -3.888, -0.141], [-2.306, -3.889, 4.196], [-6.132, -2.959, -0.952], [-6.583, -1.436, 0.083], [-5.613, -2.942, 0.914], [5.240, 3.837, 2.714], [4.588, 3.729, 1.687], [6.115, 2.900, 3.121], [5.143, 4.902, 3.529], [6.661, 2.971, 3.964], [6.219, 2.081, 2.536], [4.495, 5.631, 3.259], [5.671, 5.009, 4.378], [-5.177, -0.910, 5.256], [-5.634, -0.184, 6.125], [-3.952, -0.731, 4.729], [-5.857, -1.954, 4.749], [-3.559, -1.318, 4.013], [-3.407, 0.044, 5.083], [-6.783, -2.124, 5.119], [-5.497, -2.563, 4.034], [3.598, -0.554, 4.951], [3.790, 0.066, 3.917], [2.860, -1.678, 4.999], [4.109, -0.170, 6.135], [2.691, -2.202, 5.840], [2.457, -2.002, 4.129], [4.671, 0.671, 6.143], [3.962, -0.668, 6.997], [5.450, 5.441, -1.373], [4.346, 5.848, -1.047], [6.182, 4.622, -0.596], [6.033, 5.775, -2.538], [7.092, 4.276, -0.847], [5.779, 4.346, 0.290], [5.515, 6.390, -3.153], [6.941, 5.450, -2.824], [3.084, 7.274, -4.892], [4.184, 7.583, -4.463], [2.013, 7.107, -4.094], [2.842, 7.074, -6.200], [1.099, 6.853, -4.429], [2.151, 7.249, -3.102], [3.621, 7.190, -6.835], [1.943, 6.819, -6.572], [1.001, -2.823, -4.067], [1.435, -2.351, -3.028], [1.589, -3.855, -4.698], [-0.104, -2.354, -4.674], [1.247, -4.258, -5.554], [2.424, -4.239, -4.274], [-0.577, -1.576, -4.231], [-0.477, -2.729, -5.529], [-9.156, -3.890, 0.693], [-8.622, -3.033, 0.007], [-10.480, -4.130, 0.657], [-8.470, -4.671, 1.546], [-10.938, -4.832, 1.214], [-11.033, -3.564, 0.027], [-7.471, -4.523, 1.604], [-8.892, -5.382, 2.119], [-2.646, 0.476, -5.456], [-2.204, -0.152, -4.507], [-3.869, 0.252, -5.970], [-1.950, 1.447, -6.074], [-4.250, 0.758, -6.752], [-4.426, -0.472, -5.535], [-1.025, 1.648, -5.718], [-2.297, 1.975, -6.857]]
}

***

Question: Which formula does entry 5 have?
Answer: C26H39AsBrCl16F3NO5S